An isolated molecule of C3H2O5, computed with ωB97M-V/def2-TZVPD.

Geometry as XYZ:
```
10
Properties=species:S:1:pos:R:3:mulliken_charge:R:1
C 1.3384 0.1285 -0.1530 0.5472
C -0.0970 -0.4750 -0.2813 0.4270
C -1.3916 0.3545 0.0647 0.4769
H 3.0816 -0.4464 0.8720 0.3813
H -3.3361 0.0326 0.3749 0.4308
O 2.0600 -0.6475 0.6829 -0.4740
O 1.7632 1.1721 -0.6240 -0.5131
O -0.1184 -1.5904 -0.2863 -0.3290
O -2.4630 -0.5056 -0.0464 -0.4277
O -1.0973 1.6172 0.3952 -0.5196
```

## Properties
relative energy (zero: lowest compared OMol25 entry of this formula, charge and spin)	2.576	eV
SMILES	O=C(O)C(=O)C(=O)O
DFT total energy	-491.63959	Ha
charge	0
gap between HOMO and LUMO	9.32	eV
LUMO energy	-0.7	eV